Below is a molecular structure, C8H19IN3 in a non-equilibrium geometry, with properties calculated with ωB97M-V with the def2-TZVPD basis set.

```
31
Properties=species:S:1:pos:R:3:forces:R:3:nbo_charge:R:1
C -0.583 -0.970 -0.133 0.0772 0.0963 -0.1715 0.315
C -2.221 0.718 -0.666 -0.5219 0.2015 -0.4987 0.123
C 4.707 -0.456 -0.293 0.3151 0.5510 -0.0497 0.152
C 0.158 -1.948 0.665 0.1624 -0.1894 0.2892 -0.720
C -3.481 -0.035 -1.090 0.1855 0.1972 0.0051 -0.626
C 5.535 -1.676 -0.448 0.0611 -0.2566 0.0218 -0.665
C -1.834 -0.049 1.684 -0.3082 -0.0705 1.0626 -0.467
C -1.496 2.956 -0.043 0.0317 0.1047 -0.0304 -0.416
N -1.470 -0.154 0.293 0.5172 -0.3078 -0.3478 -0.269
N 3.471 -0.559 -0.082 -0.7069 -0.7423 0.0960 -0.597
N -2.534 1.941 -0.006 -0.1539 0.1049 -0.4849 -0.637
I 2.286 1.095 0.102 0.2353 0.3970 -0.0389 0.240
H -0.366 -0.955 -1.196 -0.1265 0.1663 -0.0798 0.223
H -1.550 0.851 -1.531 -0.0494 -0.0544 0.2199 0.194
H 5.245 0.489 -0.382 -0.1330 0.1649 0.0175 0.176
H -0.004 -2.940 0.238 -0.0853 -0.0406 -0.0122 0.272
H -0.104 -1.951 1.717 -0.0071 -0.0228 0.0231 0.244
H 1.230 -1.762 0.556 0.0408 0.0596 -0.0503 0.297
H -4.167 -0.133 -0.252 -0.0544 -0.0359 0.0994 0.229
H -3.232 -1.023 -1.468 0.0063 -0.0573 -0.0205 0.227
H -3.980 0.514 -1.883 -0.0484 0.0610 -0.0537 0.242
H 6.017 -1.650 -1.425 0.0773 -0.0350 -0.0520 0.244
H 4.939 -2.580 -0.356 -0.0159 0.0066 0.0020 0.235
H 6.321 -1.675 0.306 0.0651 -0.0152 0.0076 0.245
H -2.246 -0.989 2.051 0.0523 0.0131 -0.0547 0.232
H -0.962 0.220 2.281 -0.0171 -0.0220 -0.0490 0.238
H -2.575 0.745 1.773 0.1582 -0.2080 0.0357 0.273
H -1.263 3.293 -1.059 0.0496 -0.0026 0.0039 0.190
H -1.828 3.807 0.544 0.1146 0.0658 0.0271 0.228
H -0.586 2.558 0.406 0.0497 0.0458 0.0765 0.186
H -3.426 2.317 -0.302 0.0285 -0.1753 0.0067 0.392
```
Positions in Å, forces in eV/Å.

Values from the calculation:
charge = +1
frontier orbital gap = 8.89 eV
E_LUMO = -3.4 eV
multiplicity = 1
electronic energy = -777.90697 hartree